Entry 1:
One molecule with the formula C6H10N2O at a distorted geometry, computed with wB97M-V/def2-TZVPD.

## Properties
Largest force on an atom in Eh/bohr: 0.07676
HOMO in eV: -8.76
LUMO in eV: -0.169
Structure (SMILES): CNC(C)(C)C(=O)C#N
Frontier orbital gap in Eh: 0.3159

ORCA input file:
```
! wB97M-V def2-TZVPD RIJCOSX def2/J DEFGRID3
* xyz 0 1
C -2.67 0.21 -0.08
C -0.06 -2.01 1.19
C -1.40 -0.51 -0.58
C -0.13 0.24 -0.07
C 0.80 0.78 -1.35
C -0.43 1.44 0.73
N -3.57 0.71 0.43
N 0.57 -0.78 0.75
O -1.57 -1.36 -1.37
H -1.22 -1.85 1.28
H 0.19 -2.48 2.14
H 0.64 0.05 -2.14
H 1.90 0.82 -1.06
H 0.57 1.73 -1.85
H -1.01 1.29 1.67
H -0.87 2.22 0.04
H 0.58 1.82 0.98
H 1.58 -0.83 0.45
H 0.39 -2.58 0.39
*
```

=====

Entry 2:
A 2-piece molecular cluster, C5H15N4S overall at a distorted geometry, computed with wB97M-V/def2-TZVPD.

## Properties
Largest force on an atom in Eh/bohr: 0.10298
HOMO (spin up / spin down) in eV: -12.63 / -12.62
LUMO (spin up / spin down) in eV: -5.775 / -5.785
Frontier orbital gap (spin up / spin down) in Eh: 0.2520 / 0.2513

ORCA input file:
```
! wB97M-V def2-TZVPD RIJCOSX def2/J DEFGRID3
* xyz 1 1
C -0.32 -0.02 0.03
C -2.01 -1.75 0.80
C -0.44 0.48 2.41
C 1.75 -0.11 1.30
C 1.22 1.22 -1.43
N -0.36 0.10 -4.44
N -1.51 -0.64 -0.06
N 0.27 0.01 1.25
N 0.08 0.43 -1.10
S -0.62 -0.89 -3.12
H -1.15 -2.32 1.07
H -2.37 -1.38 1.66
H -2.91 -2.29 0.21
H -0.20 -0.23 3.25
H -0.23 1.44 2.60
H -1.44 0.40 2.32
H 2.02 0.92 1.43
H 2.10 -0.69 2.14
H 2.07 -0.29 0.29
H 1.01 1.52 -2.41
H 2.33 0.81 -1.29
H 1.05 2.31 -0.89
H 0.38 -0.29 -5.01
H -1.23 0.31 -4.89
H -2.16 -0.57 -0.82
*
```

=====

Entry 3:
C40H36Cl2MgN2P2S7Te as an isolated structure at a distorted geometry, computed with wB97M-V/def2-TZVPD.

## Properties
Largest force on an atom in Eh/bohr: 0.02386
HOMO in eV: -1.58
LUMO in eV: 3.407
Frontier orbital gap in Eh: 0.1832

ORCA input file:
```
! wB97M-V def2-TZVPD RIJCOSX def2/J DEFGRID3
* xyz -2 1
Mg 0.19 2.56 0.98
C 1.22 -7.03 -0.63
S -0.16 -6.27 -1.50
C 0.72 -4.92 -2.32
C 1.15 -3.77 -1.41
C -0.05 -2.98 -0.89
N 0.33 -1.79 -0.11
P 0.04 -1.85 1.63
C 0.76 -3.55 2.02
C 2.11 -3.87 2.13
C 2.52 -5.12 2.59
C 1.57 -6.08 2.94
C 0.22 -5.78 2.83
C -0.17 -4.52 2.39
C 1.45 -0.86 2.24
C 1.29 -0.27 3.49
C 2.33 0.44 4.08
C 3.54 0.58 3.41
C 3.70 0.02 2.15
C 2.66 -0.70 1.57
P 0.24 -0.25 -0.88
C 1.10 -0.66 -2.46
C 2.48 -0.42 -2.46
C 3.26 -0.74 -3.57
C 2.66 -1.29 -4.70
C 1.29 -1.48 -4.73
C 0.51 -1.16 -3.62
C -1.47 -0.10 -1.52
C -1.74 0.99 -2.34
C -3.03 1.26 -2.76
C -4.08 0.44 -2.37
C -3.82 -0.65 -1.54
C -2.53 -0.91 -1.10
H 0.82 -7.82 0.00
H 1.72 -6.31 0.02
H 1.94 -7.46 -1.34
H 0.02 -4.56 -3.08
H 1.58 -5.35 -2.83
H 1.79 -3.10 -1.99
H 1.74 -4.13 -0.57
H -0.67 -3.65 -0.28
H -0.67 -2.68 -1.74
H 2.86 -3.13 1.89
H 3.57 -5.34 2.68
H 1.89 -7.05 3.31
H -0.52 -6.51 3.11
H -1.23 -4.27 2.34
H 0.33 -0.34 4.00
H 2.18 0.92 5.04
H 4.34 1.16 3.85
H 4.62 0.17 1.60
H 2.79 -1.14 0.59
H 2.93 0.04 -1.59
H 4.33 -0.56 -3.54
H 3.27 -1.55 -5.56
H 0.82 -1.89 -5.61
H -0.56 -1.31 -3.66
H -0.94 1.66 -2.63
H -3.23 2.13 -3.38
H -5.09 0.66 -2.68
H -4.64 -1.28 -1.20
H -2.35 -1.71 -0.40
S 6.53 4.35 4.15
C 5.08 4.05 3.38
S 4.94 3.49 1.78
C 3.20 3.35 1.67
C 2.52 3.74 2.78
S 0.80 3.74 3.06
S 3.54 4.24 4.11
S 2.55 2.69 0.18
Te -2.57 5.40 1.84
C -4.61 5.84 1.54
C -5.71 5.06 1.77
C -6.94 5.68 1.43
C -6.77 6.95 0.95
S -5.11 7.36 0.90
H -5.62 4.05 2.17
H -7.91 5.21 1.54
H -7.52 7.64 0.62
Cl -4.63 4.22 -1.54
C -2.92 4.50 -1.35
C -2.26 5.37 -2.15
C -0.86 5.50 -1.98
C -0.23 4.60 -1.16
N -0.88 3.69 -0.40
C -2.24 3.85 -0.26
H -2.79 5.91 -2.93
H -0.29 6.20 -2.57
H 0.85 4.54 -1.13
H -2.73 2.98 0.16
Cl -1.37 0.93 1.55
*
```

=====

Entry 4:
C9H13F3IO3SSi2 as an isolated structure at a distorted geometry, computed with wB97M-V/def2-TZVPD.

## Properties
Largest force on an atom in Eh/bohr: 0.14821
HOMO in eV: -2.74
LUMO in eV: 2.535
Frontier orbital gap in Eh: 0.1938

ORCA input file:
```
! wB97M-V def2-TZVPD RIJCOSX def2/J DEFGRID3
* xyz -1 1
C 4.66 0.71 1.95
C 3.46 0.38 0.88
C 2.82 1.43 -0.21
C 1.58 1.07 -1.26
C 0.95 -0.47 -1.21
C -0.33 -0.94 -2.19
Si -1.90 -0.82 -1.01
O -1.54 -1.85 0.37
Si -2.98 -2.32 1.25
S -1.98 1.25 -0.36
O -0.92 1.45 0.77
O -1.73 2.14 -1.61
C -3.63 1.77 0.36
F -4.66 0.71 0.41
F -3.39 2.24 1.78
F -4.07 3.01 -0.38
C 1.64 -1.51 -0.14
C 2.86 -1.16 0.90
H 4.22 1.42 2.81
H 5.57 1.32 1.47
H 5.07 -0.25 2.52
H 3.24 2.53 -0.26
H 1.15 1.87 -2.03
H -0.41 -0.24 -3.12
H -0.18 -2.09 -2.47
H -3.05 -1.23 -1.81
H -4.20 -2.39 0.44
H -3.10 -1.45 2.43
H -2.73 -3.69 1.76
H 1.22 -2.62 -0.11
H 3.32 -1.93 1.66
I -0.96 1.65 -3.58
*
```

=====

Entry 5:
C41H37F5P2W as an isolated structure at a distorted geometry, computed with wB97M-V/def2-TZVPD.

## Properties
Largest force on an atom in Eh/bohr: 0.05902
HOMO (spin up / spin down) in eV: -12.89 / -13.86
LUMO (spin up / spin down) in eV: -7.177 / -8.024
Frontier orbital gap (spin up / spin down) in Eh: 0.2098 / 0.2146

ORCA input file:
```
! wB97M-V def2-TZVPD RIJCOSX def2/J DEFGRID3
* xyz 2 3
W -2.45 -0.64 1.53
C -2.68 -1.27 3.65
C -1.30 -1.21 3.21
C -0.44 -2.43 2.99
C -1.05 -3.34 1.91
C -1.90 -2.60 0.89
C -3.34 -2.48 1.11
C -3.97 -3.11 2.33
C -3.63 -2.42 3.68
C -1.60 0.27 -0.06
H -2.93 -0.54 4.42
H -0.77 -0.31 3.56
H -0.28 -3.01 3.91
H 0.58 -2.13 2.69
H -0.21 -3.84 1.40
H -1.63 -4.16 2.39
H -1.56 -2.60 -0.15
H -3.93 -2.51 0.20
H -3.72 -4.18 2.39
H -5.07 -3.07 2.22
H -4.58 -2.02 4.06
H -3.35 -3.19 4.42
H -2.27 1.12 -0.28
H -1.53 -0.37 -0.95
H -0.62 0.59 0.31
P 2.78 1.13 -0.41
P 1.63 -0.47 -2.21
C 3.39 -0.57 -0.27
C 2.63 -1.43 -1.07
C 4.17 2.34 -0.62
C 5.47 1.94 -0.26
C 6.51 2.86 -0.22
C 6.31 4.18 -0.63
C 5.04 4.57 -1.04
C 3.97 3.67 -1.04
C 2.03 1.79 1.10
C 0.78 2.44 0.96
C 0.13 2.94 2.07
C 0.79 2.92 3.30
C 2.12 2.46 3.41
C 2.77 1.90 2.30
C 2.75 -0.14 -3.67
C 3.73 0.86 -3.59
C 4.43 1.32 -4.71
C 4.14 0.81 -5.97
C 3.19 -0.20 -6.08
C 2.53 -0.70 -4.94
C 0.31 -1.50 -2.91
C -0.76 -0.82 -3.53
C -1.93 -1.49 -3.87
C -2.06 -2.85 -3.56
C -0.99 -3.54 -2.98
C 0.21 -2.88 -2.68
H 4.22 -0.86 0.37
H 2.50 -2.50 -0.96
H 5.64 0.89 -0.03
H 7.49 2.54 0.14
H 7.15 4.89 -0.63
H 4.88 5.60 -1.36
H 2.99 3.99 -1.39
H 0.32 2.57 -0.03
H -0.87 3.38 1.96
H 0.26 3.33 4.17
H 2.68 2.57 4.34
H 3.82 1.58 2.37
H 3.89 1.34 -2.63
H 5.18 2.10 -4.58
H 4.66 1.21 -6.84
H 2.93 -0.58 -7.06
H 1.82 -1.52 -5.07
H -0.69 0.26 -3.71
H -2.77 -0.97 -4.34
H -3.00 -3.38 -3.76
H -1.09 -4.60 -2.73
H 1.05 -3.43 -2.25
F -3.50 1.96 3.42
C -4.56 1.34 2.83
C -4.35 0.42 1.79
C -5.51 0.07 1.09
F -5.42 -0.38 -0.19
C -6.78 0.19 1.65
F -7.83 -0.48 1.14
C -6.95 1.00 2.77
F -8.16 1.13 3.34
C -5.84 1.67 3.29
F -6.01 2.61 4.24
*
```

=====

Entry 6:
C5H8N2O3 as an isolated structure at a distorted geometry, computed with wB97M-V/def2-TZVPD.

## Properties
Largest force on an atom in Eh/bohr: 0.09156
HOMO in eV: -9.18
LUMO in eV: 0.317
Frontier orbital gap in Eh: 0.3488

ORCA input file:
```
! wB97M-V def2-TZVPD RIJCOSX def2/J DEFGRID3
* xyz 0 1
N 0.31 -2.43 0.97
C 0.12 -1.13 0.68
C -0.83 -0.31 1.23
C -1.07 0.92 0.51
O -2.16 1.39 0.23
N 0.17 0.68 -0.87
C 0.83 -0.57 -0.54
C -0.10 0.97 -2.17
O -0.38 2.06 -2.62
H 0.99 -2.98 0.47
H -0.16 -2.86 1.75
H -1.53 -0.65 1.99
H 1.89 -0.40 -0.33
H 0.79 -1.31 -1.35
H -0.31 0.05 -2.77
H 0.72 1.93 -0.04
O 0.13 2.46 1.02
H 0.58 2.16 1.82
*
```